#one
Density functional theory data (ωB97M-V/def2-TZVPD) for a 2-piece molecular cluster, C2ClF2O2 overall.

## Properties
**Charge**: -1
**LUMO energy**: 3.986 eV

Structure (XYZ):
```
7
Properties=species:S:1:pos:R:3:mulliken_charge:R:1
C 0.466 0.601 -1.390 0.727
C -0.281 -0.281 0.674 -0.067
O -0.099 1.599 -1.242 -0.396
O 1.147 -0.275 -1.806 -0.442
F -1.171 0.570 1.211 -0.208
F -1.017 -1.413 0.500 -0.236
Cl 0.954 -0.801 2.052 -0.376
```

=====

#two
Density functional theory data (ωB97M-V/def2-TZVPD) for a 2-piece molecular cluster, C2ClF2O2 overall.

## Properties
**Charge**: -1
**LUMO energy**: 3.599 eV

Structure (XYZ):
```
7
Properties=species:S:1:pos:R:3:mulliken_charge:R:1
C 1.025 1.037 0.791 0.716
C -0.466 -0.973 -0.639 -0.131
O 0.429 0.860 1.770 -0.358
O 1.738 1.384 -0.039 -0.366
F -1.557 -0.089 -0.856 -0.225
F -0.324 -1.646 -1.913 -0.255
Cl -1.505 -2.331 0.239 -0.380
```

=====

Stability ranking, top and bottom: #one is the most stable and #two is the least stable.

=====

#one
Density functional theory data (ωB97M-V/def2-TZVPD) for a 2-piece molecular cluster, H2N2O3 overall.

## Properties
**SMILES**: N#[N+][O-].OO
**LUMO energy**: 0.773 eV

Structure (XYZ):
```
7
Properties=species:S:1:pos:R:3:mulliken_charge:R:1
N -1.002 -1.914 1.227 -0.385
N -0.266 -1.815 0.451 0.899
O 0.454 1.221 0.388 -0.357
O 0.546 -1.852 -0.353 -0.511
O -0.271 1.073 -0.876 -0.332
H -0.894 1.801 -0.999 0.331
H 1.433 1.487 0.161 0.355
```

=====

#two
Density functional theory data (ωB97M-V/def2-TZVPD) for a 2-piece molecular cluster, H2N2O3 overall.

## Properties
**LUMO energy**: -0.197 eV

Structure (XYZ):
```
7
Properties=species:S:1:pos:R:3:mulliken_charge:R:1
N -0.683 0.105 0.128 0.197
N 0.664 -0.066 -0.254 0.134
O 0.339 0.124 1.116 -0.255
O -1.467 -0.919 0.114 -0.425
O 1.220 1.017 -0.829 -0.347
H -0.834 -2.099 0.307 0.354
H 0.760 1.838 -0.584 0.341
```

=====

Stability ranking, top and bottom: #one is the most stable and #two is the least stable.

=====

#one
Density functional theory data (ωB97M-V/def2-TZVPD) for a 2-piece molecular cluster, C9H14N3 overall.

## Properties
**Charge**: +1
**LUMO energy**: -4.023 eV

Structure (XYZ):
```
26
Properties=species:S:1:pos:R:3:mulliken_charge:R:1
C 0.252 -2.328 0.515 -0.202
C 3.382 0.829 0.114 -0.158
C 3.380 -0.232 -0.717 -0.492
C 1.510 -0.371 0.415 -0.774
C -0.852 1.225 0.345 -1.706
C -2.206 -0.932 0.490 -1.490
C -0.815 -0.409 -1.554 -1.483
C 0.244 -0.886 0.706 1.185
C -0.972 -0.266 0.023 1.156
N 0.392 -3.445 0.353 -0.406
N 2.216 0.697 0.810 -0.010
N 2.247 -0.971 -0.513 0.048
H 4.141 1.648 0.419 0.350
H 4.248 -0.691 -1.171 0.368
H 0.051 1.496 -0.211 0.490
H -0.962 1.325 1.443 0.397
H -1.707 1.788 -0.071 0.460
H -3.014 -0.094 0.426 0.310
H -2.361 -1.453 1.452 0.344
H -2.328 -1.722 -0.263 0.451
H -1.634 0.077 -2.161 0.384
H -0.586 -1.447 -1.834 0.398
H 0.080 0.195 -1.880 0.363
H -0.084 -0.476 2.163 0.466
H 1.907 1.426 1.506 0.343
H 2.109 -1.747 -1.079 0.210
```

=====

#two
Density functional theory data (ωB97M-V/def2-TZVPD) for an isolated ion of composition C9H14N3 and charge +1.

## Properties
**Charge**: +1
**LUMO energy (spin up / spin down)**: -6.673 / -6.673 eV

Structure (XYZ):
```
26
Properties=species:S:1:pos:R:3:mulliken_charge:R:1
C -0.031 0.700 2.851 0.321
C -0.907 0.063 0.714 0.573
C 1.335 0.138 0.181 0.557
C -0.758 1.104 1.726 0.662
C -1.351 2.365 1.938 -1.259
C -2.276 -1.434 -0.635 -1.052
C 2.978 -0.740 -1.522 -1.007
C -2.144 -0.687 0.618 -0.694
C 2.672 -0.661 -0.029 -0.690
N 0.458 0.570 3.872 -0.322
N 0.133 -0.490 0.105 -0.475
N 1.309 1.313 0.653 -0.480
H -2.057 2.301 2.795 0.377
H -1.787 2.988 1.103 0.375
H -0.477 3.085 2.196 0.384
H -2.898 -0.762 -1.287 0.277
H -2.925 -2.340 -0.710 0.360
H -1.285 -1.575 -1.154 0.261
H 3.696 -1.576 -1.597 0.326
H 3.196 0.174 -2.004 0.360
H 2.019 -1.168 -1.955 0.296
H -2.153 -1.448 1.457 0.334
H -2.969 -0.117 0.937 0.538
H 3.404 -0.195 0.583 0.424
H 2.422 -1.544 0.410 0.325
H 2.029 1.716 1.109 0.231
```

=====

Stability ranking, top and bottom: #one is the most stable and #two is the least stable.

=====

#one
Density functional theory data (ωB97M-V/def2-TZVPD) for a 4-piece molecular cluster, C4H18NO3 overall.

## Properties
**Charge**: +1
**LUMO energy**: -2.941 eV

Structure (XYZ):
```
26
Properties=species:S:1:pos:R:3:mulliken_charge:R:1
C 0.425 0.385 -0.742 -1.697
C 0.171 -0.640 -1.834 0.960
C 1.029 -0.223 -3.066 -1.375
C 0.497 -2.065 -1.325 -1.457
N -0.402 0.194 0.489 -0.124
H 1.479 0.471 -0.474 0.492
H 0.276 1.418 -1.069 0.492
H -0.868 -0.540 -2.067 0.397
H 1.678 -0.996 -3.452 0.393
H 0.373 0.276 -3.776 0.320
H 1.668 0.600 -2.726 0.366
H -0.369 -2.716 -1.259 0.316
H 1.123 -2.209 -0.444 0.345
H 1.071 -2.504 -2.140 0.442
H -0.603 -0.763 0.811 0.466
H 0.110 0.643 1.247 0.360
H -1.282 0.650 0.276 0.383
H -1.506 1.999 3.001 0.309
H -2.468 2.634 1.950 0.283
O -1.920 1.864 2.144 -0.594
H -2.311 -0.342 2.347 0.305
H -2.062 -1.794 2.935 0.307
O -1.760 -1.132 2.308 -0.648
H 2.143 1.063 2.838 0.283
H 1.878 2.317 1.926 0.289
O 1.629 1.409 2.105 -0.613
```

=====

#two
Density functional theory data (ωB97M-V/def2-TZVPD) for a 4-piece molecular cluster, C4H18NO3 overall.

## Properties
**Charge**: +1
**LUMO energy**: -2.944 eV

Structure (XYZ):
```
26
Properties=species:S:1:pos:R:3:mulliken_charge:R:1
C 0.306 0.514 -0.277 -1.382
C -0.888 1.219 0.309 1.036
C -1.955 0.137 0.612 -1.250
C -0.524 1.924 1.627 -1.594
N 1.204 1.360 -1.162 -0.138
H 0.999 0.018 0.398 0.415
H -0.037 -0.327 -0.881 0.470
H -1.379 1.863 -0.427 0.387
H -2.291 0.176 1.650 0.352
H -2.853 0.232 0.005 0.346
H -1.616 -0.898 0.527 0.175
H -0.162 1.160 2.312 0.402
H -1.399 2.407 2.057 0.412
H 0.232 2.704 1.504 0.367
H 0.562 1.803 -1.820 0.423
H 1.828 2.011 -0.691 0.367
H 1.835 0.791 -1.766 0.260
H 0.374 -2.747 0.615 0.304
H 1.879 -2.789 0.525 0.308
O 1.110 -2.340 0.147 -0.605
H 3.678 -0.617 -2.701 0.323
H 3.543 0.655 -3.465 0.327
O 3.035 0.089 -2.869 -0.690
H -2.946 -3.480 0.713 0.284
H -2.178 -3.057 1.982 0.303
O -2.357 -2.808 1.075 -0.605
```

=====

Stability ranking, top and bottom: #one is the most stable and #two is the least stable.

=====

#one
Density functional theory data (ωB97M-V/def2-TZVPD) for a 2-piece molecular cluster, C4H9O3 overall.

## Properties
**Charge**: -1
**LUMO energy**: 3.809 eV

Structure (XYZ):
```
16
Properties=species:S:1:pos:R:3:mulliken_charge:R:1
C -1.849 -0.228 1.087 -0.320
C -1.381 -1.219 0.077 -0.879
O -1.280 -0.349 2.476 -0.597
H -1.439 0.843 1.039 0.231
H -2.873 -0.056 1.369 0.333
H -0.864 -1.948 0.685 0.302
H -0.254 -0.416 2.251 0.332
H -0.707 -0.777 -0.686 0.150
H -1.809 -1.941 -0.521 0.424
C 1.509 1.094 -1.662 -1.005
C 2.046 0.453 -0.208 0.557
O 1.883 -0.769 -0.327 -0.650
O 2.523 1.289 0.574 -0.679
H 0.491 1.523 -1.796 0.229
H 1.943 0.458 -2.416 0.249
H 2.061 2.041 -1.944 0.323
```

=====

#two
Density functional theory data (ωB97M-V/def2-TZVPD) for a 2-piece molecular cluster, C4H9O3 overall.

## Properties
**Charge**: -1
**LUMO energy**: 3.457 eV

Structure (XYZ):
```
16
Properties=species:S:1:pos:R:3:mulliken_charge:R:1
C -2.043 0.560 -1.504 -0.191
C -2.015 -0.881 -0.935 -0.944
O -0.832 1.225 -1.119 -0.519
H -2.170 0.616 -2.578 0.335
H -2.787 1.124 -0.929 0.154
H -1.994 -0.947 0.164 0.284
H -0.278 1.469 -1.857 0.268
H -0.929 -0.966 -0.729 0.292
H -2.518 -1.578 -1.583 0.314
C 1.961 0.141 2.212 -0.758
C 2.532 -0.458 0.818 0.529
O 3.484 0.208 0.363 -0.718
O 1.916 -1.456 0.392 -0.709
H 2.408 -0.445 3.012 0.231
H 0.894 0.236 2.066 0.199
H 2.372 1.153 2.206 0.231
```

=====

#three
Density functional theory data (ωB97M-V/def2-TZVPD) for a 2-piece molecular cluster, C4H9O3 overall.

## Properties
**Charge**: -1
**LUMO energy**: 3.969 eV

Structure (XYZ):
```
16
Properties=species:S:1:pos:R:3:mulliken_charge:R:1
O -1.080 0.071 2.612 -0.656
C -0.190 0.198 1.749 -0.238
C -0.190 -0.112 0.388 -0.994
C 0.890 0.253 -0.506 -0.084
C 0.647 1.282 -1.679 -0.490
O -0.608 1.932 -1.860 -0.485
H 0.742 0.606 2.319 0.243
H -1.025 1.798 -1.083 0.298
H -0.866 -0.949 0.225 0.548
H 1.846 0.555 0.102 0.310
H 1.135 -0.695 -1.082 0.131
H 1.465 2.028 -1.523 0.171
H 0.849 1.041 -2.766 0.282
H 0.331 -2.124 -0.093 0.306
H 0.347 -3.266 0.659 0.349
O 0.218 -3.093 -0.310 -0.690
```

=====

Stability ranking, top and bottom: #two is the most stable and #three is the least stable.

=====

#one
Density functional theory data (ωB97M-V/def2-TZVPD) for the molecule C2HCl2NO.

## Properties
**LUMO energy (spin up / spin down)**: -1.678 / -1.736 eV

Structure (XYZ):
```
7
Properties=species:S:1:pos:R:3:mulliken_charge:R:1
C 0.982 -1.386 0.220 0.196
C 0.869 -0.016 0.396 0.254
N 0.958 -2.501 0.114 -0.246
O -2.163 0.771 -0.145 -0.567
Cl -0.553 0.649 0.753 0.189
Cl 1.911 1.080 -0.497 -0.144
H -2.006 1.404 -0.841 0.318
```

=====

#two
Density functional theory data (ωB97M-V/def2-TZVPD) for a 2-piece molecular cluster, C2HCl2NO overall.

## Properties
**LUMO energy (spin up / spin down)**: -2.518 / -2.518 eV

Structure (XYZ):
```
7
Properties=species:S:1:pos:R:3:mulliken_charge:R:1
C -0.189 0.663 -1.016 0.167
C -0.718 -0.078 -0.033 0.555
N 0.353 1.187 -1.888 -0.279
O 1.314 0.086 1.041 -0.629
Cl -1.727 0.641 1.083 -0.042
Cl -0.790 -1.717 -0.288 -0.046
H 1.757 -0.781 1.101 0.274
```

=====

#three
Density functional theory data (ωB97M-V/def2-TZVPD) for C2HCl2NO as an isolated structure.

## Properties
**LUMO energy**: -1.108 eV

Structure (XYZ):
```
7
Properties=species:S:1:pos:R:3:mulliken_charge:R:1
C -1.147 -1.267 -0.342 0.517
C 1.079 1.267 0.079 -0.021
N -1.661 -0.398 0.268 -0.395
O -0.660 -2.135 -0.943 -0.446
Cl 2.255 2.157 -0.702 -0.043
Cl 1.680 -0.093 0.754 0.014
H -1.546 0.470 0.886 0.374
```

=====

Stability ranking, top and bottom: #three is the most stable and #one is the least stable.